(1)
Entry from the Open Molecules 2025 dataset: 16 unconnected molecules or ions with the total composition C24H42Cl30NO2S2 (ωB97M-V/def2-TZVPD).

Geometry (Å):
O1 -2.043 -9.252 4.368
C1 -1.957 -8.170 3.856
O2 -2.876 -7.740 2.938
S1 -2.197 -7.005 1.545
C2 -0.843 -7.185 4.212
C3 0.479 -7.660 4.167
C4 1.466 -6.764 4.440
N1 1.157 -5.493 4.742
C5 -0.085 -5.023 4.794
C6 -0.386 -3.573 5.087
C7 0.372 -2.628 4.117
C8 -0.152 -2.807 2.663
S2 -1.764 -1.965 2.469
C9 -1.147 -5.874 4.529
H1 -0.854 -7.188 1.642
H2 0.686 -8.692 3.893
H3 2.502 -7.090 4.383
H4 1.937 -4.860 4.911
H5 -1.463 -3.382 5.085
H6 0.003 -3.367 6.100
H7 1.457 -2.815 4.210
H8 0.171 -1.586 4.398
H9 -0.322 -3.868 2.421
H10 0.582 -2.377 1.976
H11 -2.697 -2.639 3.186
H12 -2.175 -5.525 4.547
C10 -1.758 -4.655 -1.727
Cl1 -0.789 -3.389 -2.483
Cl2 -0.791 -5.592 -0.572
H13 -2.588 -4.197 -1.201
H14 -2.130 -5.324 -2.496
C11 -0.964 1.641 1.831
Cl3 -0.509 3.091 2.734
Cl4 0.395 0.522 1.658
H15 -1.766 1.135 2.359
H16 -1.295 1.934 0.847
C12 -2.536 4.776 -0.300
Cl5 -3.321 3.508 0.657
Cl6 -3.701 5.977 -0.851
H17 -1.789 5.266 0.316
H18 -2.065 4.321 -1.166
C13 3.359 -6.078 -1.175
Cl7 2.340 -5.080 -2.212
Cl8 2.950 -5.863 0.540
H19 3.215 -7.119 -1.440
H20 4.395 -5.796 -1.325
C14 -3.282 6.862 -4.317
Cl9 -3.372 7.094 -6.065
Cl10 -2.364 5.407 -3.901
H21 -2.793 7.722 -3.873
H22 -4.288 6.761 -3.925
C15 4.405 -1.581 3.810
Cl11 3.637 -2.806 4.842
Cl12 3.219 -0.419 3.219
H23 5.161 -1.064 4.391
H24 4.861 -2.074 2.959
C16 -2.143 -5.376 -5.795
Cl13 -2.420 -7.109 -5.592
Cl14 -3.564 -4.432 -5.325
H25 -1.306 -5.080 -5.170
H26 -1.919 -5.175 -6.836
C17 -1.635 7.874 -9.436
Cl15 0.043 8.426 -9.397
Cl16 -2.719 9.126 -10.051
H27 -1.701 7.006 -10.082
H28 -1.937 7.614 -8.428
C18 0.544 4.487 -5.764
Cl17 0.920 5.336 -7.266
Cl18 1.892 4.561 -4.621
H29 -0.323 4.955 -5.309
H30 0.333 3.447 -5.990
C19 1.896 2.238 5.630
Cl19 1.872 0.834 6.707
Cl20 2.959 3.509 6.242
H31 2.253 1.925 4.655
H32 0.890 2.633 5.547
C20 -2.766 0.837 -2.070
Cl21 -1.944 2.078 -3.022
Cl22 -1.657 0.065 -0.926
H33 -3.576 1.300 -1.516
H34 -3.159 0.082 -2.742
C21 -3.119 -12.214 3.793
Cl23 -1.651 -13.076 3.306
Cl24 -4.574 -13.060 3.257
H35 -3.136 -12.137 4.874
H36 -3.105 -11.226 3.352
C22 1.587 9.979 -5.919
Cl25 1.416 8.261 -5.544
Cl26 0.163 10.899 -5.411
H37 2.455 10.368 -5.397
H38 1.712 10.092 -6.990
C23 4.351 6.202 4.017
Cl27 5.566 5.949 2.759
Cl28 2.765 6.557 3.318
H39 4.276 5.301 4.618
H40 4.656 7.037 4.637
C24 3.959 11.981 -2.686
Cl29 3.890 12.211 -4.438
Cl30 4.883 10.538 -2.257
H41 4.435 12.848 -2.240
H42 2.948 11.875 -2.309

Calculated values
- HOMO-LUMO gap (eV) = 6.85
- HOMO (eV) = -11.4608
- ΔE to the lowest compared entry with this formula, charge and spin (kcal per mole) = 0.0
- largest force on an atom (eV Å⁻¹) = 2.1
- total charge = +1
- E_tot (eV) = -428490.74780

(2)
Entry from the Open Molecules 2025 dataset: a molecular structure, C55H38CoN2O12P2S2 (ωB97M-V/def2-TZVPD).

Geometry (Å):
Co1 -0.430 -0.333 0.052
O1 2.382 2.531 0.897
S1 1.164 1.735 1.238
C1 1.315 1.613 3.040
C2 1.383 2.786 3.753
C3 1.753 2.836 5.107
C4 2.137 1.673 5.708
C5 2.642 1.395 7.103
C6 3.124 -0.076 7.060
C7 2.684 -0.579 5.707
C8 2.812 -1.797 5.111
C9 2.314 -1.952 3.805
C10 1.725 -0.949 3.059
P1 1.012 -1.529 1.430
C11 2.574 -2.049 0.619
C12 2.578 -3.060 -0.344
C13 3.750 -3.383 -1.012
C14 4.926 -2.697 -0.742
C15 4.925 -1.685 0.205
C16 3.758 -1.360 0.881
C17 0.241 -3.097 2.003
C18 -1.098 -3.050 2.378
C19 -1.703 -4.147 2.973
C20 -0.983 -5.313 3.181
C21 0.331 -5.390 2.745
C22 0.940 -4.291 2.161
C23 1.673 0.367 3.628
C24 2.126 0.476 4.966
C25 -0.158 2.972 1.041
C26 -1.044 3.318 2.031
C27 -2.037 4.306 1.864
C28 -2.064 5.012 0.698
C29 -2.978 6.102 0.194
C30 -2.360 6.538 -1.160
C31 -1.330 5.477 -1.461
C32 -0.606 5.197 -2.581
C33 0.212 4.048 -2.580
C34 0.385 3.231 -1.483
P2 1.124 1.551 -1.692
C35 2.920 1.921 -1.886
C36 3.731 0.794 -2.033
C37 5.099 0.923 -2.208
C38 5.679 2.185 -2.217
C39 4.880 3.309 -2.063
C40 3.508 3.180 -1.905
C41 0.734 1.251 -3.481
C42 -0.577 0.903 -3.813
C43 -0.921 0.605 -5.121
C44 0.035 0.646 -6.126
C45 1.338 0.997 -5.811
C46 1.685 1.299 -4.501
C47 -0.255 3.592 -0.248
C48 -1.159 4.667 -0.324
H1 1.158 3.708 3.234
H2 1.765 3.783 5.634
H3 1.831 1.519 7.824
H4 3.443 2.081 7.385
H5 2.704 -0.670 7.874
H6 4.212 -0.136 7.144
H7 3.269 -2.637 5.622
H8 2.409 -2.932 3.364
H9 1.652 -3.569 -0.581
H10 3.737 -4.177 -1.750
H11 5.839 -2.936 -1.277
H12 5.837 -1.140 0.419
H13 3.769 -0.560 1.611
H14 -1.675 -2.164 2.175
H15 -2.741 -4.090 3.276
H16 -1.445 -6.168 3.661
H17 0.891 -6.311 2.858
H18 1.959 -4.380 1.808
H19 -0.996 2.808 2.983
H20 -2.750 4.482 2.662
H21 -3.077 6.932 0.895
H22 -3.973 5.678 0.036
H23 -1.876 7.515 -1.065
H24 -3.108 6.614 -1.950
H25 -0.694 5.795 -3.481
H26 0.704 3.776 -3.506
H27 3.264 -0.187 -2.022
H28 5.711 0.038 -2.342
H29 6.752 2.291 -2.330
H30 5.333 4.295 -2.075
H31 2.890 4.061 -1.789
H32 -1.325 0.862 -3.034
H33 -1.942 0.327 -5.351
H34 -0.229 0.394 -7.147
H35 2.097 1.031 -6.585
H36 2.705 1.583 -4.283
O2 -3.267 2.226 -1.320
C49 -2.636 1.435 -0.619
O3 -1.495 0.957 -0.934
C50 -3.211 1.040 0.724
C51 -4.547 1.252 0.925
C52 -5.135 0.997 2.170
C53 -4.359 0.559 3.223
C54 -3.003 0.335 3.054
C55 -2.372 0.544 1.771
O4 -1.109 0.393 1.602
N1 -2.292 -0.093 4.226
O5 -1.160 -0.514 4.145
O6 -2.874 -0.013 5.307
N2 -6.531 1.217 2.365
O7 -6.997 1.096 3.492
O8 -7.220 1.526 1.404
H37 -5.145 1.633 0.110
H38 -4.801 0.388 4.192
O9 -0.433 -3.682 -0.691
S2 -0.965 -2.437 -1.236
O10 -1.572 -2.618 -2.533
O11 -1.874 -1.768 -0.245
O12 0.189 -1.399 -1.308

Calculated values
- HOMO-LUMO gap (spin up / spin down) (eV) = 6.49 / 6.71
- HOMO (spin up / spin down) (eV) = -2.6753 / -2.8924
- ΔE to the lowest compared entry with this formula, charge and spin (kcal per mole) = 12.7
- largest force on an atom (eV Å⁻¹) = 2.1
- total charge = -2
- E_tot (eV) = -163076.88780
- multiplicity = 2

(3)
Entry from the Open Molecules 2025 dataset: a molecular structure, C2H8N4O (ωB97M-V/def2-TZVPD).

Geometry (Å):
C1 2.254 -0.258 -0.475
C2 0.847 -0.523 0.181
N1 -2.498 0.442 0.365
N2 -3.713 0.576 -0.122
N3 -0.350 0.344 -0.131
N4 -1.402 -0.306 0.008
O1 -1.553 -1.498 -0.267
H1 2.292 -0.619 -1.500
H2 2.433 0.790 -0.550
H3 3.029 -0.727 0.099
H4 0.695 -1.535 0.062
H5 1.033 -0.271 1.182
H6 -4.502 0.271 0.541
H7 -3.934 0.123 -1.047
H8 -1.746 1.507 0.134

Calculated values
- HOMO-LUMO gap (eV) = 10.38
- HOMO (eV) = -9.4185
- ΔE to the lowest compared entry with this formula, charge and spin (kcal per mole) = 172.2
- largest force on an atom (eV Å⁻¹) = 9.1
- E_tot (eV) = -10205.14752

(4)
Entry from the Open Molecules 2025 dataset: a single C8H7N3 molecule (ωB97M-V/def2-TZVPD).

Geometry (Å):
C1 -0.794 -2.249 1.051
C2 -0.991 -2.992 -0.145
C3 -0.681 -2.256 -1.296
C4 -0.151 -0.358 -0.214
C5 -0.394 -0.962 0.971
C6 0.305 1.071 -0.287
C7 1.120 2.947 0.312
C8 0.798 3.039 -0.982
H1 -1.014 -2.642 2.136
H2 -1.127 -4.164 -0.055
H3 -0.822 -2.714 -2.410
H4 -0.245 -0.278 1.999
H5 0.815 1.371 1.455
H6 1.629 3.729 1.091
H7 0.808 3.796 -1.548
N1 -0.373 -0.967 -1.387
N2 0.884 1.777 0.712
N3 0.234 1.851 -1.401

Calculated values
- HOMO-LUMO gap (eV) = 8.93
- SMILES = c1ccc(-c2ncc[nH]2)nc1
- HOMO (eV) = -8.4293
- ΔE to the lowest compared entry with this formula, charge and spin (kcal per mole) = 78.6
- largest force on an atom (eV Å⁻¹) = 12.3
- E_tot (eV) = -12876.52973

(5)
Entry from the Open Molecules 2025 dataset: a molecular structure, B2H26NiO9 (ωB97M-V/def2-TZVPD).

Geometry (Å):
Ni1 1.731 -0.522 1.086
B1 -0.031 0.136 -0.281
H1 -0.514 0.507 -1.309
H2 0.520 -0.908 -0.400
H3 0.684 0.992 0.191
H4 -0.925 0.066 0.500
B2 0.837 -0.042 3.064
H5 1.988 -0.445 3.254
H6 0.290 0.074 4.118
H7 0.842 1.020 2.485
H8 0.238 -0.842 2.378
O1 -2.832 2.463 -2.201
H9 -2.464 2.702 -1.341
H10 -2.961 1.495 -2.150
O2 -3.226 -0.249 -2.675
H11 -2.443 -0.809 -2.597
H12 -3.883 -0.673 -2.112
O3 -2.149 2.301 1.054
H13 -1.638 3.111 0.976
H14 -1.490 1.591 1.014
O4 -2.871 -1.470 1.112
H15 -2.200 -0.845 0.796
H16 -2.972 -1.258 2.045
O5 -0.755 -1.995 -2.489
H17 -0.260 -1.687 -3.256
H18 -0.508 -1.383 -1.777
O6 1.148 -2.587 1.286
H19 0.605 -3.016 1.957
H20 1.464 -3.286 0.701
O7 3.065 1.110 1.097
H21 3.500 1.248 0.246
H22 3.616 1.556 1.750
O8 2.837 -1.249 -0.590
H23 3.763 -1.516 -0.526
H24 2.707 -0.962 -1.502
O9 1.429 2.178 -2.025
H25 1.834 1.519 -2.595
H26 1.025 1.673 -1.286

Calculated values
- HOMO-LUMO gap (spin up / spin down) (eV) = 8.24 / 8.06
- HOMO (spin up / spin down) (eV) = -9.5425 / -9.5441
- ΔE to the lowest compared entry with this formula, charge and spin (kcal per mole) = 10.6
- largest force on an atom (eV Å⁻¹) = 1.4
- E_tot (eV) = -61242.12542
- multiplicity = 3

(6)
Entry from the Open Molecules 2025 dataset: a single C4H6O molecule (ωB97M-V/def2-TZVPD).

Geometry (Å):
C1 -1.315 0.184 -0.350
C2 -0.374 1.074 0.017
C3 -0.285 -0.996 -0.050
C4 0.809 0.111 0.345
O1 2.015 -0.064 -0.311
H1 -2.393 0.173 -0.787
H2 -0.256 2.133 0.256
H3 -0.665 -1.531 0.769
H4 0.102 -1.634 -0.797
H5 1.085 -0.003 1.430
H6 2.610 0.665 0.002

Calculated values
- HOMO-LUMO gap (eV) = 10.58
- SMILES = O[C@H]1C=CC1
- HOMO (eV) = -9.6575
- ΔE to the lowest compared entry with this formula, charge and spin (kcal per mole) = 45.5
- largest force on an atom (eV Å⁻¹) = 4.0
- E_tot (eV) = -6289.94441

(7)
Entry from the Open Molecules 2025 dataset: a molecular structure, C20H14CuF16N2O6S2Te (ωB97M-V/def2-TZVPD).

Geometry (Å):
Cu1 -1.431 -1.509 -0.693
F1 -2.900 3.278 0.693
C1 -2.185 2.161 0.552
F2 -2.694 1.243 1.375
F3 -0.926 2.411 0.921
S1 -2.159 1.594 -1.199
O1 -1.233 0.478 -1.222
O2 -1.776 2.742 -1.959
N1 -3.661 1.183 -1.281
S2 -4.346 0.286 -2.374
O3 -3.487 -0.120 -3.445
O4 -5.246 -0.655 -1.784
C2 -5.473 1.543 -3.132
F4 -6.317 0.950 -3.990
F5 -6.211 2.168 -2.207
F6 -4.784 2.467 -3.806
C3 2.287 -3.440 1.335
N2 1.745 -2.287 2.031
C4 2.528 -1.688 3.097
C5 0.681 -1.660 1.486
C6 0.055 -0.490 2.189
O5 0.213 -2.057 0.419
H1 2.787 -4.084 2.059
H2 2.995 -3.143 0.559
H3 1.474 -3.987 0.864
H4 3.452 -2.254 3.202
H5 2.006 -1.715 4.057
H6 2.799 -0.657 2.864
H7 0.522 -0.213 3.129
H8 -0.990 -0.751 2.366
H9 0.085 0.356 1.506
F7 2.610 0.475 1.252
C7 3.410 0.552 0.100
F8 3.052 -0.544 -0.646
C8 4.805 0.230 0.645
F9 5.781 0.568 -0.224
F10 5.059 0.888 1.790
F11 5.022 -1.092 0.919
F12 -6.187 -5.711 2.040
C9 -5.305 -5.030 1.269
C10 -4.344 -4.217 1.836
F13 -4.286 -4.097 3.179
C11 -3.443 -3.535 1.045
F14 -2.537 -2.741 1.659
C12 -3.433 -3.608 -0.369
O6 -2.599 -2.993 -1.115
C13 -4.444 -4.449 -0.901
F15 -4.530 -4.594 -2.234
C14 -5.342 -5.133 -0.111
F16 -6.278 -5.921 -0.681
Te1 2.015 2.633 -1.247
C15 3.630 3.993 -1.334
C16 3.352 5.349 -1.545
C17 4.368 6.288 -1.640
C18 5.698 5.903 -1.518
C19 5.986 4.562 -1.300
C20 4.969 3.621 -1.212
H10 2.320 5.667 -1.630
H11 4.115 7.331 -1.802
H12 6.494 6.634 -1.597
H13 7.017 4.239 -1.197
H14 5.214 2.582 -1.045

Calculated values
- HOMO-LUMO gap (spin up / spin down) (eV) = 5.86 / 6.41
- HOMO (spin up / spin down) (eV) = -1.5838 / -2.1526
- ΔE to the lowest compared entry with this formula, charge and spin (kcal per mole) = 23.7
- largest force on an atom (eV Å⁻¹) = 0.5
- total charge = -2
- E_tot (eV) = -153315.70162
- multiplicity = 2

(8)
Entry from the Open Molecules 2025 dataset: 6 unconnected molecules or ions with the total composition C20H37ClFN5O2P (ωB97M-V/def2-TZVPD).

Geometry (Å):
C1 -5.782 4.476 2.931
C2 -6.066 3.277 1.801
C3 -4.909 2.118 1.832
F1 -3.715 2.474 2.682
C4 -4.411 1.582 0.367
C5 -4.347 2.596 -0.918
O1 -3.014 2.541 -1.599
P1 -1.796 2.122 -0.381
Cl1 -2.212 4.122 0.342
C6 -1.412 0.366 -1.025
C7 0.181 0.005 -1.161
C8 1.024 0.036 0.246
C9 1.880 1.450 0.431
C10 0.136 -0.368 1.575
O2 -2.963 1.297 0.641
H1 -6.440 5.428 2.670
H2 -6.142 4.093 3.986
H3 -4.669 4.834 2.951
H4 -7.131 2.834 2.106
H5 -6.224 3.803 0.768
H6 -5.395 1.178 2.384
H7 -4.968 0.609 0.015
H8 -5.145 2.104 -1.657
H9 -4.757 3.688 -0.840
H10 -0.750 2.671 -1.253
H11 -0.949 2.084 0.802
H12 -2.024 -0.447 -0.408
H13 -1.862 0.306 -2.129
H14 0.730 0.640 -2.010
H15 0.236 -1.121 -1.554
H16 1.859 -0.812 0.150
H17 2.468 1.586 -0.599
H18 1.206 2.380 0.655
H19 2.682 1.356 1.289
H20 0.844 -0.971 2.290
H21 -0.793 -1.063 1.334
H22 -0.236 0.571 2.201
C11 4.038 -3.805 -1.209
C12 3.739 -2.407 -1.726
N1 3.492 -1.247 -2.154
H23 4.393 -4.437 -2.028
H24 4.808 -3.760 -0.435
H25 3.132 -4.247 -0.785
C13 7.034 0.452 -0.962
C14 6.539 -0.844 -0.343
N2 6.129 -1.920 0.171
H26 7.716 0.234 -1.789
H27 6.188 1.031 -1.343
H28 7.563 1.046 -0.212
C15 -2.597 -1.425 -5.335
C16 -2.189 -1.848 -3.934
N3 -1.851 -2.200 -2.771
H29 -3.187 -0.505 -5.290
H30 -1.707 -1.248 -5.946
H31 -3.199 -2.210 -5.802
C17 -2.802 -3.637 0.139
C18 -2.394 -4.061 1.541
N4 -2.055 -4.412 2.703
H32 -3.391 -2.717 0.184
H33 -1.912 -3.461 -0.471
H34 -3.403 -4.423 -0.327
C19 8.172 -2.216 2.503
C20 9.010 -1.500 3.549
N5 9.706 -0.906 4.417
H35 7.567 -2.993 2.977
H36 7.508 -1.503 2.005
H37 8.823 -2.677 1.755

Calculated values
- HOMO-LUMO gap (eV) = 6.58
- HOMO (eV) = -4.6487
- largest force on an atom (eV Å⁻¹) = 10.3
- total charge = -1
- E_tot (eV) = -57405.51777

(9)
Entry from the Open Molecules 2025 dataset: a molecular structure, C31H38N2P2Pb (ωB97M-V/def2-TZVPD).

Geometry (Å):
C1 0.431 2.513 -4.266
C2 -0.864 2.052 -4.060
C3 -1.121 0.979 -3.187
C4 -0.049 0.361 -2.519
C5 1.251 0.838 -2.742
C6 1.482 1.935 -3.575
C7 -2.589 0.654 -3.059
C8 -3.047 -0.785 -2.758
N1 -2.616 -1.842 -3.606
Pb1 -0.354 -1.174 -0.795
C9 2.490 0.238 -2.130
P1 2.277 -1.555 -1.676
H1 -1.690 2.495 -4.621
H2 2.501 2.297 -3.700
H3 0.617 3.306 -4.983
H4 2.798 0.777 -1.214
H5 3.330 0.286 -2.843
H6 -3.050 1.270 -2.263
H7 -3.096 0.966 -3.989
H8 -2.842 -1.049 -1.705
C10 3.870 -1.875 -0.840
C11 2.463 -2.296 -3.336
H9 -4.150 -0.778 -2.818
C12 -1.639 -1.682 -4.637
C13 -3.289 -3.109 -3.484
H10 0.861 -4.967 2.135
H11 -1.852 -2.427 -5.415
H12 -1.669 -0.672 -5.073
H13 -0.610 -1.859 -4.263
H14 -3.415 -3.566 -4.473
H15 -2.724 -3.817 -2.859
H16 -4.276 -2.956 -3.031
H17 3.502 -2.196 -3.666
H18 2.193 -3.355 -3.305
H19 1.815 -1.801 -4.062
H20 4.706 -1.722 -1.545
H21 3.995 -1.198 0.021
H22 3.878 -2.915 -0.472
H23 0.230 -4.843 1.754
N2 -0.211 0.421 0.639
P2 0.057 0.920 2.124
C14 1.776 1.396 2.324
C15 2.729 0.363 2.366
C16 4.087 0.676 2.406
C17 4.502 2.011 2.371
C18 3.552 3.037 2.380
C19 2.186 2.733 2.352
C20 -1.175 2.198 2.395
C21 -1.549 2.531 3.713
C22 -2.905 2.724 3.993
C23 -3.852 2.694 2.956
C24 -3.428 2.683 1.622
C25 -2.078 2.423 1.336
C26 -0.276 -0.267 3.462
C27 -1.345 -1.154 3.257
C28 -1.606 -2.161 4.193
C29 -0.798 -2.282 5.328
C30 0.216 -1.350 5.571
C31 0.449 -0.311 4.664
H24 2.403 -0.680 2.368
H25 4.817 -0.132 2.466
H26 5.566 2.249 2.347
H27 3.875 4.077 2.412
H28 1.429 3.517 2.367
H29 -0.796 2.540 4.502
H30 -3.226 2.838 5.029
H31 -4.920 2.658 3.188
H32 -4.145 2.810 0.811
H33 -1.732 2.285 0.309
H34 -1.965 -1.054 2.360
H35 -2.443 -2.847 4.041
H36 -0.965 -3.097 6.034
H37 0.828 -1.431 6.472
H38 1.191 0.454 4.904

Calculated values
- HOMO-LUMO gap (eV) = 7.56
- HOMO (eV) = -6.9002
- largest force on an atom (eV Å⁻¹) = 3.7
- E_tot (eV) = -59566.18975